No. 1
CH3NO3 in the gas phase in a non-equilibrium geometry, computed with the ωB97M-V functional and the def2-TZVPD basis.

Calculated values
SMILES string	O=CN(O)O
E_tot	-8714.640	eV
E_HOMO	-9.3	eV
energy above the lowest of the compared OMol25 structures with the same formula, charge and spin	224.5	kJ/mol
orbital gap	10.0	eV

Cartesian coordinates (Å):
O 1.41233 0.68297 0.25824
O -2.00504 -0.16590 -0.13883
O 0.47420 -1.43474 0.01885
N 0.30600 -0.06416 -0.03662
C -1.03093 0.52574 -0.11108
H -0.96014 1.61093 -0.08445
H 2.01757 0.64467 -0.50493
H -0.21399 -1.79951 0.59883



No. 2
2 unconnected molecules or ions with the total composition CH3NO3 in a non-equilibrium geometry, computed with the ωB97M-V functional and the def2-TZVPD basis.

Calculated values
E_tot	-8711.467	eV
spin multiplicity	3
E_HOMO (alpha / beta)	-8.3 / -9.9	eV
energy above the lowest of the compared OMol25 structures with the same formula, charge and spin	42.1	kJ/mol
orbital gap (alpha / beta)	9.1 / 7.3	eV

Cartesian coordinates (Å):
O -0.64260 -0.80288 0.42947
O 0.75843 1.45616 -0.20284
O -0.02327 -1.87021 -1.35233
N 0.28664 -1.35460 -0.00820
C -0.10936 1.55679 0.63080
H -1.10068 1.30144 0.54280
H 0.00962 2.09975 1.59200
H 0.82122 -2.38645 -1.63170



No. 3
A gas-phase ion, CH3NO3P (charge -1) in a non-equilibrium geometry, computed with the ωB97M-V functional and the def2-TZVPD basis.

Calculated values
net charge	-1
SMILES string	N=[P@]([O-])(O)C=O
E_tot	-18009.211	eV
E_HOMO	-3.9	eV
energy above the lowest of the compared OMol25 structures with the same formula, charge and spin	130.2	kJ/mol
orbital gap	8.2	eV

Cartesian coordinates (Å):
P 0.11665 -0.74854 -0.14563
O -0.24289 -2.15225 0.19338
O 0.43686 -0.55715 -1.75181
O -1.47466 1.24410 -1.06985
N 1.29442 0.09569 0.68750
C -1.35109 0.40813 -0.19838
H -1.98989 0.63384 0.73941
H 0.53846 0.44786 -1.71119
H 1.74489 -0.44908 1.43195